Record 1
Entry from the Open Molecules 2025 dataset: an isolated molecule of C5H10N2O in a non-equilibrium geometry (ωB97M-V/def2-TZVPD).

Kohn-Sham gap = 8.94 eV
E_tot = -381.0847 hartree
structure (SMILES) = C=N[C@H](N=O)C(C)C
E_LUMO = -0.00793 Ha

Geometry as XYZ:
```
18
Properties=species:S:1:pos:R:3:forces:R:3
C -1.1035 2.2205 0.2983 -0.080 1.887 1.141
C 0.6923 -0.7544 1.2256 1.802 -4.223 0.857
C 1.5434 -0.2884 -1.0066 3.533 -0.262 -1.099
C 0.3953 -0.9486 -0.2588 -1.937 2.136 -0.540
C -1.0424 -0.1382 -0.6707 3.674 3.015 1.985
N -0.6270 1.5133 -0.6030 0.260 -3.390 -0.665
N -2.0052 -0.4916 0.3292 -0.371 0.237 0.234
O -2.6425 -1.4854 0.1118 0.049 -0.089 -0.292
H -0.7699 3.3024 0.4872 -0.281 -1.413 -0.842
H -1.8488 1.9075 0.9978 -0.506 -0.485 0.629
H 0.6965 0.2009 1.6286 -0.038 2.166 0.033
H 1.8330 -1.1558 1.3345 -2.711 0.780 0.137
H 0.0227 -1.3397 1.9416 0.921 0.404 -1.127
H 1.8744 0.7440 -0.6196 -0.983 -1.599 -0.397
H 2.5424 -0.9622 -0.8329 -2.352 1.391 -0.380
H 1.4849 -0.1835 -2.1453 -0.376 -0.275 1.601
H 0.2377 -2.0151 -0.5299 0.120 0.741 0.184
H -1.2835 -0.1258 -1.6878 -0.726 -1.021 -1.459
```
Forces are in eV/Å.



Record 2
Entry from the Open Molecules 2025 dataset: a structure of composition C5H10N2O in a non-equilibrium geometry (ωB97M-V/def2-TZVPD).

Kohn-Sham gap = 9.99 eV
E_tot = -380.9068 hartree
E_LUMO = 0.00848 Ha

Geometry as XYZ:
```
18
Properties=species:S:1:pos:R:3:forces:R:3
C 1.8516 1.7657 -0.5188 0.716 -1.330 1.411
C 0.3743 1.3759 0.1154 0.775 2.120 -0.083
C 0.1070 -0.1420 0.0506 0.342 0.289 -0.814
C -0.9897 -0.3678 -0.7025 -2.229 -0.749 -2.381
C -1.5450 -1.7847 -0.9318 0.510 2.824 6.391
H 2.8401 1.7290 0.4287 -3.145 -0.516 -3.294
H 1.8835 0.9797 -1.4454 0.855 1.947 2.362
H 1.9613 2.8216 -0.9057 -0.620 -1.222 0.420
H 0.1810 2.0013 1.2273 0.403 -2.133 -3.279
H -0.4030 1.6225 -0.7367 1.705 0.911 2.307
H 0.8452 -0.5241 1.7832 2.152 -1.831 -3.530
H 0.5088 -1.9177 1.2647 1.374 1.524 -3.465
H -1.7371 0.4786 -1.2371 2.478 -2.130 1.736
H -1.5596 -2.2082 -1.9215 -0.567 -0.787 0.279
H -1.6504 -0.6581 1.1529 -0.426 -3.045 2.435
N 1.1156 -1.1913 0.5393 -4.982 2.600 7.275
N -1.9495 -2.3075 0.2330 -0.143 -1.957 -1.708
O -1.8340 -1.6728 1.6043 0.803 3.487 -6.062
```
Forces are in eV/Å.



Record 3
Entry from the Open Molecules 2025 dataset: a cluster of 2 separate species, C5H10N2O2 in total in a non-equilibrium geometry (ωB97M-V/def2-TZVPD).

Kohn-Sham gap (alpha / beta) = 8.09 / 8.84 eV
E_tot = -456.2524 hartree
E_LUMO (alpha / beta) = -0.00891 / 0.01277 Ha

Geometry as XYZ:
```
19
Properties=species:S:1:pos:R:3:forces:R:3
C 2.5721 0.5361 0.0759 -2.605 2.427 -0.614
C 1.1993 0.6176 0.1033 3.723 -0.305 1.276
C 0.3936 -0.5944 0.3448 -0.718 0.707 -1.654
C 0.6186 1.9634 -0.1050 -2.348 -3.029 -2.757
C 1.1047 -1.8912 0.3873 -0.981 -0.060 -2.702
N -3.4688 -0.1921 -0.2906 -0.087 3.008 -0.603
N -0.8624 -0.4352 0.1648 -0.010 1.717 -0.052
O -1.8272 -1.1930 0.0506 0.675 -2.254 0.396
O -3.5850 0.8646 0.4158 0.343 -1.220 -1.237
H 3.0710 1.5134 -0.0873 -0.013 -0.925 0.100
H 3.1206 -0.3357 -0.0411 0.981 -1.486 0.306
H 0.8699 2.7324 0.4800 1.399 2.578 2.643
H -0.4408 1.7751 -0.0015 -0.569 0.706 -0.201
H 0.8348 2.2431 -1.1385 -0.239 0.122 -0.001
H 1.5191 -2.0973 -0.6715 -0.196 0.293 1.809
H 0.4086 -2.6755 0.5977 -0.190 -0.585 0.448
H 1.8178 -1.7142 1.1223 1.732 -0.676 1.128
H -4.0516 -0.9455 -0.0957 -1.204 -1.803 1.120
H -3.2941 -0.1715 -1.3113 0.307 0.783 0.595
```
Forces are in eV/Å.



Record 4
Entry from the Open Molecules 2025 dataset: an isolated molecule of C5H10N2O2 in a non-equilibrium geometry (ωB97M-V/def2-TZVPD).

Kohn-Sham gap = 8.63 eV
E_tot = -456.4895 hartree
structure (SMILES) = CO/C(N)=C(\C)C(N)=O
E_LUMO = 0.02920 Ha

Geometry as XYZ:
```
19
Properties=species:S:1:pos:R:3:forces:R:3
C 0.2631 -0.0562 -2.9101 0.276 -0.725 -0.406
C 0.3634 1.7259 0.7679 -0.317 -0.123 -0.287
C -0.2607 -0.5457 1.8074 0.063 0.545 0.673
C 0.0302 0.2704 0.5985 1.516 -1.879 2.658
C 0.3548 -0.4805 -0.4884 -3.781 2.761 -2.267
N -0.7333 0.1354 2.8939 0.054 0.574 -0.363
N 0.1034 -1.7900 -0.6944 1.003 -0.331 0.164
O 0.2793 0.4232 -1.5849 0.995 -1.225 -0.298
O -0.1103 -1.7637 1.9497 -0.035 -0.293 -0.722
H -1.0052 -0.3962 3.7028 -0.015 0.066 -0.083
H -0.9837 1.1035 2.7984 -0.071 -0.067 0.273
H -0.3292 -2.1050 -1.5469 0.081 0.191 0.071
H -0.0850 -2.2762 0.1878 0.122 -0.008 -0.193
H 0.6938 0.6757 -3.5913 0.284 0.165 0.321
H 0.8353 -0.9878 -2.9884 0.004 0.148 -0.185
H -0.7405 -0.2330 -3.3163 -0.165 -0.074 0.496
H 0.7505 2.1297 -0.1626 -0.015 0.070 0.058
H -0.5314 2.2958 1.0255 -0.009 0.175 0.007
H 1.1058 1.8750 1.5514 0.012 0.029 0.082
```
Forces are in eV/Å.



Record 5
Entry from the Open Molecules 2025 dataset: a cluster of 2 separate species, C5H10N2O2 in total in a non-equilibrium geometry (ωB97M-V/def2-TZVPD).

Kohn-Sham gap = 9.89 eV
E_tot = -456.4758 hartree
structure (SMILES) = [H]/N=C(C)\C(C)=N/[H].O=CO
E_LUMO = 0.02234 Ha

Geometry as XYZ:
```
19
Properties=species:S:1:pos:R:3:forces:R:3
C -0.5905 -2.4237 -1.2977 -0.993 -0.618 0.939
C 1.4503 0.2630 -0.5167 -0.195 0.311 1.580
O -0.1472 -2.2232 -2.5237 0.380 0.449 -0.963
O -1.5787 -1.9338 -0.8113 0.277 -0.033 -0.536
H -0.6916 -1.5643 -2.9933 -0.014 -0.215 0.343
H -0.5638 -1.5547 1.4821 1.282 1.386 0.279
H 0.0261 -3.1771 -0.7917 0.052 0.211 -0.057
H 2.0707 -0.6098 -0.7075 -0.354 -0.106 -0.166
H 0.9167 0.6246 -1.3922 -0.014 -0.144 -0.147
H 2.1183 1.0564 -0.1878 0.116 0.262 -0.146
C -0.6514 2.2953 0.4490 -0.032 0.194 0.010
C -0.2132 1.1525 1.3070 -0.798 -0.165 -0.395
N -0.4856 1.1808 2.5401 0.115 0.247 0.474
C 0.4487 -0.0173 0.6345 1.063 0.624 -0.107
N 0.3112 -1.1968 1.0207 -0.995 -2.307 -0.510
H -0.1405 0.3790 3.0694 0.023 -0.156 -0.348
H 0.2122 2.8740 0.1197 0.016 0.031 -0.125
H -1.1850 1.9340 -0.4301 0.027 0.016 -0.091
H -1.3067 2.9410 1.0297 0.045 0.012 -0.033
```
Forces are in eV/Å.



Record 6
Entry from the Open Molecules 2025 dataset: an isolated molecule of C5H10N2O2 (ωB97M-V/def2-TZVPD).

Kohn-Sham gap = 9.60 eV
E_tot = -456.4726 hartree
structure (SMILES) = [H]/N=C(/C=C)N(C)C(O)O
E_LUMO = 0.02392 Ha

Geometry as XYZ:
```
19
Properties=species:S:1:pos:R:3:forces:R:3
C -1.6609 -0.3578 0.2992 -0.021 -0.190 0.537
C -0.2246 1.5134 -0.3583 -0.007 0.371 -0.075
N -0.3229 0.1218 0.0426 -0.363 -0.152 -0.259
C 0.7220 -0.5209 0.6942 -0.312 -0.016 -0.008
C 2.0990 -0.1132 0.3537 0.375 0.083 -0.178
C 2.5347 0.1380 -0.8706 0.049 0.022 0.066
O -2.5434 0.4330 -0.4326 -0.037 0.319 -0.260
O -1.7987 -1.6967 -0.0382 -0.175 -0.435 0.045
N 0.6406 -1.4926 1.5019 0.169 -0.428 0.597
H -3.4207 0.0383 -0.3695 0.132 -0.049 0.099
H -1.4441 -1.8380 -0.9258 0.062 0.125 0.017
H -1.9121 -0.3093 1.3813 0.132 -0.056 -0.330
H -0.2889 -1.8439 1.7009 -0.088 0.168 -0.187
H 2.7813 -0.1616 1.1893 0.082 0.010 0.051
H 0.7985 1.8537 -0.2328 -0.142 0.023 -0.032
H -0.8859 2.1277 0.2571 0.079 0.070 -0.048
H -0.5247 1.6264 -1.4006 0.065 0.127 0.071
H 3.5731 0.3455 -1.0670 0.192 -0.012 0.025
H 1.8778 0.1365 -1.7248 -0.191 0.022 -0.132
```
Forces are in eV/Å.



Record 7
Entry from the Open Molecules 2025 dataset: an isolated molecule of C5H10N2O2 in a non-equilibrium geometry (ωB97M-V/def2-TZVPD).

Kohn-Sham gap = 9.48 eV
E_tot = -456.4807 hartree
structure (SMILES) = C=C(NC)[C@@H](N)C(=O)O
E_LUMO = 0.02327 Ha

Geometry as XYZ:
```
19
Properties=species:S:1:pos:R:3:forces:R:3
C 0.9091 0.3866 -0.4412 -0.655 -1.637 -0.622
C -2.1009 -1.6437 0.1434 0.200 0.073 0.409
N -0.7626 -1.1580 -0.1465 -0.843 -0.371 1.291
C 2.0669 -0.3328 0.2354 0.123 -0.533 -0.581
C -0.3958 0.1440 0.2814 -0.608 -0.237 -1.490
N 1.3010 1.7368 -0.7931 -0.223 -0.073 -0.367
C -1.2212 1.0871 0.7231 0.093 -0.180 0.153
O 3.2481 0.2368 0.0005 0.218 0.013 0.277
O 1.9495 -1.3983 0.7944 0.157 0.514 0.068
H 3.0713 1.0647 -0.4994 -0.099 -0.193 0.089
H -0.0483 -1.8293 0.1254 0.000 0.099 -0.016
H 0.5528 -0.4206 -1.2846 1.859 2.658 0.695
H 0.7297 2.1076 -1.5437 0.074 -0.059 0.060
H 1.1938 2.3578 0.0045 -0.041 -0.091 -0.047
H -2.8272 -1.0244 -0.3820 -0.075 -0.061 -0.009
H -2.3287 -1.6285 1.2172 -0.117 0.019 -0.067
H -2.1776 -2.6747 -0.1972 -0.062 0.058 -0.092
H -0.9386 2.1272 0.7136 0.161 0.072 0.181
H -2.2212 0.8616 1.0488 -0.165 -0.070 0.069
```
Forces are in eV/Å.



Record 8
Entry from the Open Molecules 2025 dataset: an isolated molecule of C5H10N2O2 in a non-equilibrium geometry (ωB97M-V/def2-TZVPD).

Kohn-Sham gap = 10.09 eV
E_tot = -456.5098 hartree
structure (SMILES) = CNC(=O)CN(C)C=O
E_LUMO = 0.02615 Ha

Geometry as XYZ:
```
19
Properties=species:S:1:pos:R:3:forces:R:3
C -0.7684 1.0990 0.7250 -0.064 -1.677 -1.225
C -2.0479 -0.7999 -0.3348 0.326 -0.374 0.089
C 2.5019 0.3145 -1.0878 -0.037 -0.337 -0.576
N -1.1808 -0.3065 0.7189 0.915 -1.090 2.538
N 1.2435 0.1674 -0.3896 -1.155 0.829 0.059
C 0.2762 1.1854 -0.3864 1.602 1.697 -0.121
C -0.4849 -1.2197 1.5756 -2.608 0.528 -0.651
O 0.3842 2.2109 -1.0571 0.002 -1.269 0.535
O -0.6243 -2.4304 1.5450 0.406 0.979 -0.425
H 0.9590 -0.7957 -0.2560 -0.079 0.433 0.248
H -1.6286 1.7298 0.4874 0.284 0.051 0.126
H -0.3152 1.3671 1.6839 -0.088 -0.011 -0.184
H 0.0170 -0.7052 2.4109 0.340 0.099 -0.348
H -1.4393 -1.2857 -1.1022 -0.215 -0.051 -0.198
H -2.6089 0.0199 -0.7900 0.125 -0.065 0.185
H -2.7355 -1.5441 0.0800 0.108 0.144 -0.126
H 2.6847 1.3440 -1.4052 -0.213 -0.161 0.266
H 3.3031 -0.0383 -0.4319 -0.002 0.131 -0.187
H 2.4641 -0.3123 -1.9857 0.354 0.145 -0.004
```
Forces are in eV/Å.



For each record above, in turn, the calculated ΔE to the lowest compared entry with this formula, charge and spin values are 5.463; 10.303; 8.212; 1.760; 2.133; 2.222; 1.999; 1.209 eV.